Molecular formula: C20H35AlN5O3S2
Method: DFT, wB97M-V/def2-TZVPD

Geometry as XYZ:
```
66
Properties=species:S:1:pos:R:3:forces:R:3
Al -0.078 -0.474 0.093 -0.8 0.0 0.3
C 2.097 1.467 -0.532 -1.2 0.7 1.5
O 1.327 0.305 -0.932 1.2 0.2 -0.3
C 2.314 -0.598 -1.590 -1.0 0.3 -0.9
C 1.655 -1.957 -1.632 1.5 -1.2 -0.6
O 0.978 -2.103 -0.398 -0.1 -0.2 1.6
C 1.715 -2.561 0.815 0.2 0.9 -0.8
C 2.193 -1.382 1.660 -0.8 -0.6 0.1
O 1.136 -0.390 1.755 0.1 -1.0 -0.1
C 0.520 -0.416 3.104 -0.8 0.6 -0.5
H 2.619 1.867 -1.355 0.4 0.5 -1.1
H 2.784 1.221 0.241 0.8 -0.7 0.5
H 1.472 2.216 -0.032 -0.2 -0.3 -0.7
H 3.214 -0.572 -1.000 0.3 -0.1 0.3
H 2.530 -0.159 -2.573 -0.1 -0.3 0.2
H 2.406 -2.783 -1.758 -0.4 0.8 0.2
H 0.942 -2.143 -2.440 0.0 0.5 0.2
H 2.539 -3.205 0.546 0.2 -0.2 -0.3
H 0.979 -3.114 1.353 -0.5 -0.4 0.3
H 3.107 -0.909 1.328 0.2 0.1 -0.1
H 2.302 -1.800 2.657 0.6 0.1 0.0
H -0.193 -1.247 3.242 0.8 0.0 -0.2
H -0.107 0.477 3.050 0.4 0.0 0.7
H 1.317 -0.425 3.845 -0.2 0.3 -0.1
C -1.243 -5.029 1.979 -0.4 0.7 1.3
N -1.354 -4.420 0.625 0.0 0.5 -0.4
C -1.239 -5.160 -0.546 -0.1 0.1 1.0
C -1.344 -4.322 -1.592 -0.2 -2.2 -0.4
N -1.550 -3.092 -1.114 -0.8 2.0 2.0
C -1.543 -3.133 0.270 0.1 -0.2 -0.4
S -1.627 -1.748 1.276 -0.3 -0.4 0.0
C -1.963 -1.933 -1.866 1.1 -0.6 0.5
C -3.021 -2.062 -2.727 0.1 2.7 -0.5
C -3.386 -0.894 -3.440 1.0 -1.1 1.1
C -2.544 0.210 -3.304 -0.9 0.8 -1.1
C -1.464 0.241 -2.477 0.0 -1.8 0.6
N -1.199 -0.845 -1.690 0.3 1.0 -0.1
H -0.797 -6.027 1.903 0.1 0.4 -0.2
H -2.252 -5.188 2.469 1.0 0.5 -0.8
H -0.610 -4.373 2.663 -0.9 -0.8 -1.0
H -1.169 -6.207 -0.407 0.2 -0.8 -0.6
H -1.426 -4.600 -2.612 0.1 0.1 -0.7
H -3.570 -2.947 -2.780 -0.8 -1.3 -0.1
H -4.273 -0.902 -4.047 -0.1 0.2 -0.3
H -2.735 1.106 -3.878 -0.2 0.0 -0.1
H -0.769 1.069 -2.483 0.0 0.0 0.4
C 0.827 4.492 3.476 1.4 0.5 1.4
C 0.281 3.336 2.767 -1.9 -0.9 -0.2
N -0.124 3.720 1.413 -0.3 0.5 -0.6
C -0.785 2.943 0.575 0.1 -0.5 0.8
S -1.420 1.320 0.955 0.7 0.3 -0.3
N -1.058 3.382 -0.614 -0.9 0.2 -2.2
C -0.635 4.624 -1.275 1.8 -1.2 0.4
C 0.836 4.492 -1.701 -0.4 -0.7 0.1
H 1.381 4.070 4.349 -0.5 0.7 -0.4
H 0.043 5.164 3.837 0.4 0.1 -0.2
H 1.593 4.996 2.854 -0.5 0.0 0.4
H -0.610 2.906 3.282 0.5 0.4 -0.3
H 0.987 2.536 2.710 0.7 -0.5 -0.3
H -0.002 4.708 1.104 0.1 -1.1 0.7
H -1.601 2.766 -1.209 0.0 0.1 0.5
H -0.764 5.446 -0.611 -0.4 0.9 0.3
H -1.199 4.705 -2.160 -1.1 0.4 -0.7
H 1.467 4.491 -0.821 0.4 0.0 0.1
H 1.129 5.305 -2.339 0.1 0.4 -0.2
H 0.971 3.542 -2.262 0.0 0.6 0.3
```
Forces are in eV/Å.

Computed properties:
Gap between HOMO and LUMO in eV: 8.5
Spin multiplicity: 1
HOMO energy in eV: -17.21
Net charge: +3
Total energy in eV: -63146.6594

Atom charges from the natural (NBO) analysis, given in e for atoms 1 to 2:
1 Al 1.70
2 C -0.26